# 1
C5H39N2O14 | wB97M-V/def2-TZVPD

XYZ file:
```
60
Properties=species:S:1:pos:R:3
C 0.225 -0.466 2.804
C 0.567 0.409 1.616
C -0.641 0.795 0.765
C -1.264 -0.385 -0.025
C -2.648 -0.648 0.521
N -3.671 -0.093 -0.039
O -2.764 -1.373 1.561
N 1.188 1.673 2.093
H -0.403 0.077 3.512
H 1.124 -0.755 3.354
H -0.229 -1.407 2.507
H 1.285 -0.068 0.966
H -1.399 1.267 1.401
H -0.371 1.557 0.035
H -1.318 -0.196 -1.086
H -0.664 -1.273 0.062
H -4.593 -0.199 0.347
H -3.515 0.508 -0.888
H 1.502 2.245 1.253
H 0.503 2.171 2.696
H 2.075 1.443 2.578
H -3.110 0.289 4.497
H -2.967 -0.088 2.964
O -2.885 0.616 3.614
H 1.034 2.735 -1.095
H 2.442 2.117 -0.799
O 1.786 2.767 -0.469
H 3.610 -0.556 -0.392
H 3.041 -1.922 0.107
O 3.695 -1.233 0.317
H -1.723 -2.960 1.276
H -1.253 -4.418 1.543
O -1.086 -3.637 1.012
H 4.255 1.141 -1.880
H 2.831 0.554 -2.262
O 3.442 0.785 -1.490
H 0.545 -2.480 -2.173
H 0.664 -2.686 -3.701
O 0.309 -2.064 -3.050
H -0.117 3.192 -3.130
H -1.035 2.097 -2.574
O -0.116 2.429 -2.547
H -1.347 -1.438 -3.535
H -2.131 -1.103 -4.849
O -2.134 -0.944 -3.899
H -2.453 0.596 -3.329
H -3.192 1.967 -3.512
O -2.639 1.474 -2.888
H 1.469 -4.077 -0.724
H 0.326 -3.363 -0.021
O 1.064 -3.204 -0.652
H 4.612 0.238 2.884
H 3.704 -0.407 1.760
O 3.698 0.157 2.550
H 0.957 1.083 -3.187
H 1.141 -0.462 -3.315
O 1.602 0.381 -3.461
H -0.897 3.142 3.674
H -1.452 1.708 3.407
O -0.679 2.297 3.297
```

Results
Net charge = +2
ΔE to the lowest compared entry with this formula, charge and spin = 0.00 kcal/mol
2S+1 = 2
E_HOMO (alpha / beta) = -15.801 / -15.799 eV
E_tot = -37449.625 eV

=====

# 2
C15H15N2 | wB97M-V/def2-TZVPD

XYZ file:
```
32
Properties=species:S:1:pos:R:3
C 1.287 -0.082 2.039
C 0.689 1.163 1.871
C -0.651 1.467 1.623
C -1.746 0.612 1.579
C -1.746 -0.778 1.580
C -0.650 -1.632 1.623
C 0.690 -1.327 1.868
H 2.370 -0.082 2.157
H 1.367 2.021 1.916
H -0.879 2.530 1.477
H -2.733 1.088 1.524
H -2.732 -1.254 1.527
H -0.878 -2.695 1.478
H 1.369 -2.184 1.909
C 6.080 -0.080 5.773
N 4.697 -0.081 5.318
C 4.243 -0.081 4.028
N 2.904 -0.082 3.990
C 2.455 -0.082 5.302
C 3.579 -0.082 6.156
C 3.502 -0.081 7.539
C 2.214 -0.082 8.098
C 1.078 -0.083 7.270
C 1.177 -0.083 5.868
H 6.084 -0.080 6.867
H 6.613 -0.971 5.415
H 6.612 0.811 5.415
H 4.939 -0.081 3.192
H 4.414 -0.081 8.135
H 2.094 -0.082 9.183
H 0.092 -0.084 7.736
H 0.323 -0.084 5.191
```

Results
Net charge = +1
2S+1 = 1
E_HOMO = -11.211 eV
E_tot = -18770.792 eV

=====

# 3
C12H24HgN4O2Ta | wB97M-V/def2-TZVPD

XYZ file:
```
44
Properties=species:S:1:pos:R:3
N 0.773 1.637 -0.504
C 0.952 2.962 -0.517
O 1.997 3.555 -0.129
Hg 2.676 1.699 0.908
Ta 0.000 0.000 0.000
N 1.186 -1.539 -0.513
N -1.744 -0.127 -1.027
C 2.142 -1.871 -1.600
C -2.170 0.645 -2.235
C 3.173 -2.910 -1.106
C 1.381 -2.424 -2.827
C 2.893 -0.596 -2.014
C -2.569 2.072 -1.797
C -3.348 -0.037 -2.963
C -0.981 0.714 -3.211
H 3.665 -2.556 -0.182
H 3.949 -3.068 -1.874
H 2.706 -3.888 -0.898
H 0.775 -3.305 -2.554
H 2.085 -2.732 -3.621
H 0.707 -1.654 -3.233
H 2.184 0.201 -2.293
H 3.559 -0.801 -2.870
H 3.526 -0.244 -1.174
H -3.359 2.035 -1.026
H -2.957 2.656 -2.652
H -1.690 2.597 -1.382
H -4.272 -0.037 -2.359
H -3.100 -1.080 -3.227
H -3.564 0.509 -3.898
H -1.232 1.349 -4.079
H -0.729 -0.296 -3.577
H -0.100 1.149 -2.711
C 0.601 -2.685 0.189
H -0.219 -2.331 0.854
H 0.147 -3.432 -0.493
H 1.323 -3.197 0.854
C -2.810 -0.831 -0.318
H -2.415 -1.230 0.638
H -3.657 -0.163 -0.048
H -3.224 -1.687 -0.888
O 0.121 1.459 4.347
C 0.088 1.055 3.142
N 0.053 0.636 1.895
```

Results
Net charge = +2
ΔE to the lowest compared entry with this formula, charge and spin = 3.19 kcal/mol
2S+1 = 2
E_HOMO (alpha / beta) = -15.684 / -15.309 eV
E_tot = -28595.290 eV

=====

# 4
C31H49F6GeN7O6S5Sr | wB97M-V/def2-TZVPD

XYZ file:
```
106
Properties=species:S:1:pos:R:3
Sr -0.499 0.247 -1.827
C -1.922 5.259 1.790
C -2.720 4.010 1.401
S -1.839 2.536 0.835
C -1.321 1.751 2.382
C -0.350 2.533 3.257
S 1.370 2.590 2.707
C 1.362 3.735 1.303
C 0.906 5.165 1.610
S -0.560 5.745 0.703
H -1.532 5.189 2.804
H -2.616 6.102 1.793
H -3.377 4.255 0.568
H -3.363 3.717 2.235
H -0.863 0.818 2.047
H -2.213 1.494 2.962
H -0.289 2.054 4.237
H -0.700 3.547 3.438
H 0.777 3.312 0.495
H 2.404 3.726 0.981
H 1.685 5.866 1.309
H 0.745 5.324 2.677
F -3.571 3.892 -1.894
C -4.189 2.789 -2.302
F -5.118 3.110 -3.189
F -4.764 2.198 -1.260
S -2.942 1.660 -3.133
O -1.663 2.285 -2.915
O -3.415 1.471 -4.468
N -3.083 0.250 -2.244
S -2.671 -1.037 -3.212
O -2.427 -2.199 -2.419
O -1.569 -0.674 -4.069
C -4.217 -1.379 -4.229
F -5.216 -0.605 -3.839
F -4.555 -2.652 -4.033
F -3.966 -1.189 -5.513
C 2.419 0.683 -4.487
Ge 3.093 1.331 -2.729
C 4.862 0.525 -2.336
C 3.431 3.251 -3.054
C 1.867 1.114 -1.247
H 3.142 0.043 -4.995
H 2.232 1.546 -5.128
H 1.483 0.122 -4.417
H 5.440 0.298 -3.234
H 4.766 -0.385 -1.740
H 5.431 1.240 -1.740
H 4.045 3.424 -3.939
H 3.934 3.690 -2.190
H 2.482 3.775 -3.190
H 1.662 2.161 -0.993
H 2.392 0.656 -0.403
O 2.136 1.519 5.532
C 2.646 0.217 5.620
N 2.570 -0.436 4.323
C 3.237 -1.589 4.081
O 3.923 -2.135 4.928
C 3.032 -2.189 2.721
C 3.043 -3.573 2.614
C 2.784 -4.146 1.383
C 2.542 -3.308 0.302
N 2.573 -1.982 0.381
C 2.812 -1.439 1.572
H 2.696 2.048 4.948
H 2.024 -0.305 6.349
H 3.682 0.181 5.963
H 1.978 -0.017 3.622
H 3.252 -4.167 3.494
H 2.773 -5.220 1.253
H 2.311 -3.723 -0.675
H 2.839 -0.352 1.596
N 4.468 -4.313 -6.388
C 3.746 -3.842 -5.629
C 2.835 -3.255 -4.681
C 1.469 -3.490 -4.786
C 0.636 -2.915 -3.844
N 1.071 -2.138 -2.850
C 2.383 -1.910 -2.772
C 3.305 -2.454 -3.650
H 1.071 -4.110 -5.577
H -0.432 -3.088 -3.880
H 2.694 -1.284 -1.947
H 4.359 -2.243 -3.537
C -3.680 -2.720 3.956
C -3.097 -3.354 2.699
N -2.883 -2.402 1.615
C -4.068 -1.964 0.879
C -4.503 -0.535 1.192
C -1.673 -1.859 1.345
C -0.520 -2.183 2.259
N -1.435 -1.055 0.362
H -3.739 -3.453 4.762
H -4.686 -2.341 3.774
H -3.060 -1.888 4.294
H -3.774 -4.128 2.328
H -2.161 -3.856 2.926
H -4.869 -2.655 1.142
H -3.897 -2.091 -0.198
H -4.781 -0.438 2.242
H -5.367 -0.273 0.580
H -3.718 0.190 0.975
H -0.187 -3.214 2.129
H -0.779 -2.038 3.309
H 0.304 -1.532 1.992
H -2.284 -0.919 -0.188
```

Results
Net charge = 0
ΔE to the lowest compared entry with this formula, charge and spin = 36.58 kcal/mol
2S+1 = 1
E_HOMO = -6.983 eV
E_tot = -183491.041 eV